Run one
2 unconnected molecules or ions with the total composition C9H14, computed with wB97M-V/def2-TZVPD.

LUMO = 1.0 eV
frontier orbital gap = 9.71 eV
total charge = 0
structure (SMILES) = Cc1ccccc1.CC

Last column: Mulliken charge in e.
Positions of all 23 atoms, in Å:
C: -0.374 -0.820 -1.881  -0.915
C: -0.577 0.240 -0.903  0.471
C: -1.379 0.112 0.258  -0.330
C: -1.858 1.169 0.933  -0.489
C: -1.658 2.434 0.347  -0.421
C: -0.730 2.574 -0.647  -0.342
C: -0.161 1.499 -1.359  -0.422
H: 0.204 -0.601 -2.794  0.291
H: -1.406 -1.091 -2.251  0.338
H: 0.065 -1.597 -1.203  0.135
H: -1.604 -0.867 0.509  0.489
H: -2.595 1.021 1.748  0.325
H: -2.277 3.330 0.463  0.323
H: -0.569 3.602 -1.168  0.201
H: 0.465 1.780 -2.172  0.367
C: 1.869 -1.461 2.011  -0.973
C: 1.721 -1.798 0.587  -0.643
H: 0.917 -1.553 2.574  0.277
H: 2.792 -2.042 2.378  0.274
H: 2.147 -0.468 2.089  0.310
H: 2.637 -1.944 0.133  0.437
H: 0.983 -2.564 0.312  0.323
H: 1.387 -0.955 0.038  -0.024

=====

Run two
2 unconnected molecules or ions with the total composition C9H14, computed with wB97M-V/def2-TZVPD.

LUMO = 1.0 eV
frontier orbital gap = 10.07 eV
total charge = 0
structure (SMILES) = Cc1ccccc1.CC

Last column: Mulliken charge in e.
Positions of all 23 atoms, in Å:
C: 2.091 -2.334 -0.783  -1.359
C: 0.757 -1.574 -0.899  0.855
C: 0.909 -0.191 -0.745  -0.454
C: -0.186 0.689 -0.799  -0.584
C: -1.490 0.144 -0.923  -0.421
C: -1.638 -1.235 -1.033  -0.374
C: -0.511 -2.027 -1.177  -0.616
H: 2.927 -2.020 -1.400  0.345
H: 1.935 -3.415 -1.004  0.336
H: 2.441 -2.278 0.241  0.323
H: 1.860 0.245 -0.407  0.299
H: -0.047 1.743 -0.763  0.661
H: -2.275 0.836 -0.583  0.310
H: -2.671 -1.505 -1.238  0.343
H: -0.660 -3.068 -1.218  0.351
C: -0.853 2.812 2.149  -0.503
C: 0.505 2.603 2.849  -0.919
H: -0.827 2.098 1.291  -0.076
H: -1.703 2.622 2.714  0.377
H: -0.807 3.862 1.767  0.234
H: 0.828 1.550 2.952  0.317
H: 0.563 3.324 3.650  0.303
H: 1.253 2.821 2.091  0.255

=====

Which one is most stable, and which one is least stable? run two is the most stable of them, while run one is the least stable.

=====

Run one
2 unconnected molecules or ions with the total composition C9H14, computed with wB97M-V/def2-TZVPD.

LUMO = 1.0 eV
frontier orbital gap = 9.78 eV
total charge = 0
structure (SMILES) = Cc1ccccc1.CC

Last column: Mulliken charge in e.
Positions of all 23 atoms, in Å:
C: -0.923 3.771 -0.833  -1.314
C: -0.821 2.288 -0.806  0.855
C: 0.353 1.589 -0.352  -0.399
C: 0.424 0.258 -0.598  -0.416
C: -0.709 -0.361 -1.037  -0.157
C: -1.890 0.257 -1.405  -0.440
C: -1.922 1.636 -1.410  -0.492
H: -0.601 4.281 0.138  0.297
H: -1.876 4.269 -1.009  0.360
H: -0.268 4.216 -1.679  0.233
H: 1.029 2.052 0.326  0.360
H: 1.277 -0.319 -0.349  0.404
H: -0.877 -1.496 -1.128  0.190
H: -2.837 -0.445 -1.608  0.218
H: -2.658 2.249 -1.975  0.297
C: 0.783 -3.074 1.894  -0.591
C: 2.291 -3.019 1.459  -0.787
H: 0.347 -2.002 1.684  0.096
H: 0.179 -3.916 1.431  0.247
H: 0.530 -2.954 3.047  0.276
H: 2.559 -4.087 1.221  0.236
H: 2.635 -2.365 0.670  0.276
H: 2.975 -2.826 2.318  0.252

=====

Run two
2 unconnected molecules or ions with the total composition C9H14, computed with wB97M-V/def2-TZVPD.

LUMO = 1.0 eV
frontier orbital gap = 10.11 eV
total charge = 0
structure (SMILES) = Cc1ccccc1.CC

Last column: Mulliken charge in e.
Positions of all 23 atoms, in Å:
C: -1.282 -0.106 2.270  -1.402
C: -0.845 -0.766 0.984  0.950
C: 0.492 -1.084 0.774  -0.425
C: 0.935 -1.510 -0.470  -0.394
C: 0.029 -1.803 -1.478  -0.559
C: -1.319 -1.604 -1.241  -0.418
C: -1.753 -1.074 -0.017  -0.497
H: -1.556 0.912 1.979  0.280
H: -0.486 -0.123 3.008  0.360
H: -2.141 -0.570 2.748  0.377
H: 1.211 -0.823 1.544  0.279
H: 1.982 -1.738 -0.638  0.371
H: 0.296 -2.363 -2.363  0.385
H: -2.094 -1.807 -1.937  0.403
H: -2.766 -0.678 -0.042  0.286
C: 1.048 2.452 -0.496  -0.609
C: 2.009 3.645 -0.579  -0.966
H: 1.530 1.490 -0.327  0.170
H: 0.360 2.720 0.299  0.201
H: 0.461 2.198 -1.370  0.344
H: 1.631 4.421 -1.245  0.285
H: 2.238 3.984 0.425  0.292
H: 2.963 3.364 -1.039  0.287

=====

Run three
2 unconnected molecules or ions with the total composition C9H14, computed with wB97M-V/def2-TZVPD.

LUMO = 0.9 eV
frontier orbital gap = 10.00 eV
total charge = 0
structure (SMILES) = Cc1ccccc1.CC

Last column: Mulliken charge in e.
Positions of all 23 atoms, in Å:
C: 2.208 1.182 -0.450  -1.371
C: 1.850 -0.271 -0.411  0.883
C: 1.871 -1.080 -1.532  -0.456
C: 1.449 -2.405 -1.460  -0.291
C: 0.990 -2.959 -0.281  -0.597
C: 1.064 -2.168 0.862  -0.352
C: 1.445 -0.842 0.798  -0.544
H: 1.858 1.681 0.444  0.344
H: 1.835 1.740 -1.310  0.338
H: 3.294 1.326 -0.524  0.294
H: 2.190 -0.716 -2.501  0.348
H: 1.622 -3.015 -2.335  0.337
H: 0.616 -3.966 -0.261  0.410
H: 0.906 -2.566 1.856  0.354
H: 1.439 -0.235 1.697  0.305
C: -2.764 2.192 1.242  -0.780
C: -3.404 1.339 0.138  -0.795
H: -3.441 2.975 1.587  0.306
H: -2.324 1.559 2.007  0.237
H: -1.923 2.790 0.869  0.236
H: -4.478 1.362 0.247  0.279
H: -3.119 0.294 0.152  0.276
H: -3.184 1.783 -0.832  0.239

=====

Run four
2 unconnected molecules or ions with the total composition C9H14, computed with wB97M-V/def2-TZVPD.

LUMO = 1.0 eV
frontier orbital gap = 10.11 eV
total charge = 0
structure (SMILES) = Cc1ccccc1.CC

Last column: Mulliken charge in e.
Positions of all 23 atoms, in Å:
C: -0.821 -2.753 -1.168  -1.355
C: -1.091 -1.606 -0.220  0.690
C: -1.273 -0.310 -0.706  -0.264
C: -1.422 0.744 0.180  -0.614
C: -1.336 0.543 1.553  -0.359
C: -1.124 -0.727 2.053  -0.603
C: -1.084 -1.793 1.149  -0.274
H: 0.180 -2.623 -1.575  0.287
H: -1.547 -2.803 -1.971  0.343
H: -0.763 -3.696 -0.628  0.348
H: -1.281 -0.083 -1.764  0.387
H: -1.486 1.754 -0.207  0.396
H: -1.493 1.421 2.169  0.355
H: -0.833 -0.902 3.083  0.359
H: -1.072 -2.783 1.589  0.292
C: 2.079 1.651 0.293  -0.511
C: 2.029 2.224 -1.128  -0.940
H: 1.316 0.890 0.396  0.051
H: 3.090 1.256 0.452  0.303
H: 2.036 2.472 1.009  0.247
H: 1.125 2.829 -1.265  0.248
H: 1.889 1.452 -1.884  0.269
H: 2.880 2.840 -1.411  0.343

=====

Which one is most stable, and which one is least stable? run four is the most stable of them, while run one is the least stable.

=====

Run one
2 unconnected molecules or ions with the total composition C9H14, computed with wB97M-V/def2-TZVPD.

LUMO = 1.0 eV
frontier orbital gap = 9.98 eV
total charge = 0
structure (SMILES) = Cc1ccccc1.CC

Last column: Mulliken charge in e.
Positions of all 23 atoms, in Å:
C: -0.035 0.952 -0.445  -1.142
C: -0.356 0.749 1.002  1.035
C: 0.074 1.610 1.992  -0.588
C: -0.187 1.381 3.352  -0.234
C: -0.736 0.211 3.813  -0.626
C: -1.054 -0.717 2.769  -0.362
C: -0.962 -0.433 1.424  -0.523
H: -0.309 0.085 -1.034  0.081
H: 0.982 1.294 -0.623  0.359
H: -0.583 1.793 -0.923  0.346
H: 0.446 2.564 1.651  0.339
H: -0.042 2.181 4.089  0.306
H: -0.831 0.048 4.878  0.384
H: -1.415 -1.606 3.246  0.325
H: -1.170 -1.272 0.769  0.282
C: 1.358 -1.300 -2.790  -0.906
C: 0.100 -0.941 -3.627  -0.843
H: 1.342 -1.729 -1.789  0.295
H: 1.976 -2.068 -3.257  0.344
H: 2.007 -0.430 -2.852  0.268
H: 0.215 0.110 -3.867  0.272
H: -0.932 -0.912 -3.261  0.312
H: 0.112 -1.569 -4.519  0.274

=====

Run two
2 unconnected molecules or ions with the total composition C9H14, computed with wB97M-V/def2-TZVPD.

LUMO = 1.0 eV
frontier orbital gap = 9.99 eV
total charge = 0
structure (SMILES) = Cc1ccccc1.CC

Last column: Mulliken charge in e.
Positions of all 23 atoms, in Å:
C: -1.891 0.251 -1.217  -1.806
C: -1.051 0.520 -0.036  0.913
C: -0.564 -0.533 0.615  -0.075
C: 0.175 -0.401 1.812  -0.689
C: 0.540 0.907 2.272  -0.211
C: 0.028 1.985 1.579  -0.485
C: -0.781 1.803 0.476  -0.364
H: -2.726 0.922 -1.146  0.367
H: -2.117 -0.761 -1.350  0.477
H: -1.359 0.218 -2.054  0.474
H: -0.311 -1.525 0.128  0.208
H: 0.512 -1.254 2.507  0.277
H: 1.045 1.028 3.403  0.191
H: -0.083 2.926 2.110  0.298
H: -1.104 2.741 -0.023  0.327
C: 1.943 -1.214 -2.344  -0.847
C: 1.129 -2.339 -1.723  -0.591
H: 1.624 -0.913 -3.314  0.306
H: 1.768 -0.227 -1.791  0.185
H: 3.032 -1.282 -2.499  0.335
H: 1.250 -2.454 -0.677  0.273
H: 1.281 -3.266 -2.184  0.436
H: 0.015 -2.030 -1.708  0.002

=====

Which one is most stable, and which one is least stable? run one is the most stable of them, while run two is the least stable.

=====

Run one
2 unconnected molecules or ions with the total composition C9H14, computed with wB97M-V/def2-TZVPD.

LUMO = 1.0 eV
frontier orbital gap = 10.05 eV
total charge = 0
structure (SMILES) = Cc1ccccc1.CC

Last column: Mulliken charge in e.
Positions of all 23 atoms, in Å:
C: 0.933 -0.261 3.473  -1.310
C: 0.360 -0.790 2.109  1.004
C: -0.882 -0.396 1.763  -0.596
C: -1.402 -0.847 0.548  -0.555
C: -0.610 -1.446 -0.524  -0.904
C: 0.685 -1.663 -0.131  -0.417
C: 1.157 -1.288 1.140  -0.301
H: 1.932 -0.105 3.489  0.403
H: 0.881 -0.876 4.437  0.271
H: 0.266 0.645 3.799  0.266
H: -1.565 0.146 2.312  0.373
H: -2.403 -0.534 0.380  0.351
H: -0.985 -1.295 -1.455  0.778
H: 1.273 -2.206 -0.858  0.360
H: 2.252 -1.468 1.342  0.252
C: 0.292 2.048 -2.618  -0.811
C: -0.775 1.036 -2.948  -0.784
H: 0.928 1.410 -2.027  0.213
H: 0.832 2.496 -3.397  0.346
H: -0.084 2.812 -1.850  0.224
H: -0.342 0.123 -3.007  0.196
H: -1.304 1.327 -3.824  0.426
H: -1.439 1.134 -2.153  0.215

=====

Run two
2 unconnected molecules or ions with the total composition C9H14, computed with wB97M-V/def2-TZVPD.

LUMO = 1.0 eV
frontier orbital gap = 9.81 eV
total charge = 0
structure (SMILES) = Cc1ccccc1.CC

Last column: Mulliken charge in e.
Positions of all 23 atoms, in Å:
C: -0.790 -2.869 1.309  -1.127
C: 0.214 -1.842 0.894  0.679
C: 1.280 -1.233 1.591  -0.366
C: 2.274 -0.488 0.865  -0.431
C: 1.981 0.000 -0.335  -0.453
C: 0.962 -0.611 -1.136  -0.452
C: 0.049 -1.408 -0.526  -0.208
H: -1.376 -2.721 2.211  0.329
H: -0.163 -3.891 1.343  0.217
H: -1.658 -3.024 0.554  0.283
H: 1.176 -1.155 2.649  0.380
H: 3.338 -0.411 1.086  0.341
H: 2.553 0.698 -0.895  0.419
H: 0.798 -0.120 -2.139  0.288
H: -0.785 -1.927 -1.172  0.096
C: -1.867 2.553 -1.293  -0.869
C: -0.610 2.777 -0.327  -0.623
H: -2.754 3.005 -0.765  0.260
H: -1.682 2.733 -2.288  0.357
H: -2.036 1.458 -1.410  0.234
H: -0.145 1.833 -0.200  -0.124
H: -0.764 3.045 0.630  0.443
H: 0.007 3.597 -0.647  0.327

=====

Run three
2 unconnected molecules or ions with the total composition C9H14, computed with wB97M-V/def2-TZVPD.

LUMO = 0.9 eV
frontier orbital gap = 9.83 eV
total charge = 0
structure (SMILES) = Cc1ccccc1.CC

Last column: Mulliken charge in e.
Positions of all 23 atoms, in Å:
C: 2.113 1.959 -0.703  -1.525
C: 0.657 1.609 -0.862  0.930
C: 0.360 0.625 -1.876  -0.619
C: -0.982 0.353 -2.143  -0.621
C: -1.935 1.249 -1.684  -0.318
C: -1.668 2.164 -0.667  -0.536
C: -0.312 2.189 -0.125  -0.543
H: 2.504 2.279 -1.678  0.346
H: 2.758 1.246 -0.498  0.434
H: 2.191 2.847 -0.060  0.346
H: 1.122 0.159 -2.403  0.453
H: -1.240 -0.380 -2.809  0.497
H: -2.945 1.146 -2.050  0.338
H: -2.520 2.588 -0.471  0.535
H: -0.040 2.815 0.787  0.286
C: 0.136 -2.304 2.674  -0.798
C: -0.049 -3.488 1.566  -0.730
H: -0.902 -1.882 2.761  0.215
H: 0.597 -2.441 3.633  0.335
H: 0.711 -1.449 2.332  0.240
H: -1.183 -3.865 1.891  0.188
H: 0.599 -4.254 1.825  0.275
H: 0.027 -3.166 0.559  0.272

=====

Which one is most stable, and which one is least stable? run one is the most stable of them, while run two is the least stable.